Entry 1:
A cluster of 12 separate species, C40H53N10O5P in total in a non-equilibrium geometry. Source: the OMol25 dataset; level of theory: ωB97M-V/def2-TZVPD.

Electronic energy = -76757.0689 eV
HOMO level = -3.241 eV
Kohn-Sham gap = 7.69 eV
Energy above the lowest of the compared OMol25 structures with the same formula, charge and spin = 1.682 eV
Net charge = -2
Strongest force on any atom = 10.0 eV Å⁻¹

Geometry as XYZ:
```
109
Properties=species:S:1:pos:R:3:forces:R:3:lowdin_charge:R:1
O 2.747 -1.763 -0.752 0.38 -0.05 0.50 0.108
H 3.321 -0.929 -0.638 -0.59 -1.39 0.01 0.075
H 1.882 -1.331 -1.043 -0.29 0.62 -1.75 0.056
H 2.160 -1.858 0.127 0.43 0.35 0.52 0.108
P 0.248 -0.046 -0.015 0.21 -4.75 4.50 0.140
O 1.119 1.112 0.183 1.03 4.17 2.36 -0.270
O 0.907 -1.355 0.714 -0.89 3.11 1.83 -0.350
O 0.616 -0.452 -1.308 1.89 -2.84 -8.76 -0.267
O -1.210 0.122 0.126 0.31 0.60 1.35 -0.277
N -2.893 -0.358 1.927 -1.89 0.61 -1.72 0.002
C -4.346 -0.279 1.912 6.87 -3.19 5.82 -0.109
C -4.726 -0.919 3.032 0.35 -2.29 2.30 -0.109
C -3.504 -1.628 3.749 -0.96 2.35 -1.31 -0.051
C -2.469 -1.144 2.923 -1.02 0.27 1.22 -0.229
H -2.138 0.002 1.201 -2.20 -1.05 1.96 0.058
H -4.743 0.149 1.169 -3.44 3.30 -5.28 0.027
H -5.774 -0.986 3.356 0.60 -0.20 -0.12 0.070
H -3.410 -2.099 4.801 -0.34 0.85 -2.27 0.089
H -1.415 -1.018 2.946 1.03 -1.20 0.96 0.070
N 1.561 3.688 -0.226 -3.19 -4.27 1.29 -0.014
C 0.695 4.615 0.357 0.36 -2.07 0.11 -0.148
C 1.185 5.820 0.127 3.61 -0.02 -2.37 -0.066
C 2.480 5.526 -0.674 -1.71 4.94 0.88 -0.102
C 2.537 4.243 -0.933 1.09 -1.21 0.44 -0.218
H 1.420 2.617 -0.128 -0.21 3.04 -0.55 0.088
H -0.164 4.352 0.959 0.01 -0.40 -0.33 0.112
H 0.659 6.725 0.234 -0.04 1.05 0.46 0.063
H 3.218 6.265 -0.938 -0.12 0.18 -0.33 0.064
H 3.266 3.637 -1.445 0.09 0.04 0.00 0.109
N -2.442 2.435 0.093 2.09 -4.20 2.14 0.008
C -2.339 3.167 -1.029 -0.52 -0.64 1.44 -0.169
C -2.838 4.361 -0.799 -1.57 0.42 4.70 -0.058
C -3.209 4.281 0.658 -0.73 4.24 -2.60 -0.150
C -2.941 3.130 1.183 2.77 -4.50 1.58 -0.157
H -1.891 1.528 0.308 -1.26 2.42 -1.28 0.089
H -1.999 2.786 -1.895 1.27 -1.47 -2.72 0.069
H -3.038 5.178 -1.382 -0.21 1.64 -1.51 0.054
H -3.595 5.058 1.211 -0.84 1.93 0.95 0.050
H -2.672 2.648 2.261 -1.39 1.51 -2.78 0.171
N 1.353 2.033 2.574 1.56 -1.18 -8.90 -0.060
C 2.135 3.076 2.896 1.73 0.58 0.01 -0.228
C 1.914 3.317 4.205 -0.68 -1.32 2.89 -0.096
C 0.892 2.211 4.619 2.61 3.64 -2.15 -0.090
C 0.537 1.551 3.475 -2.08 -1.48 2.65 -0.207
H 1.450 1.646 1.412 -1.42 0.86 4.17 0.121
H 2.961 3.521 2.222 -1.91 -0.93 0.93 0.139
H 2.536 4.028 4.849 -1.34 -1.17 -0.83 0.087
H 0.610 2.122 5.578 -1.42 -0.49 3.05 0.020
H -0.341 0.736 3.371 2.62 2.01 -0.15 0.151
N 0.123 0.865 -3.411 -0.55 -1.23 0.82 -0.005
C 0.432 2.192 -3.309 0.79 -0.61 0.66 -0.134
C -0.015 2.735 -4.495 -0.88 -4.17 -0.06 -0.080
C -0.650 1.617 -5.290 -0.31 5.77 -1.93 -0.128
C -0.628 0.562 -4.595 3.33 -3.23 6.57 -0.166
H 0.320 0.195 -2.582 -0.59 1.34 -1.54 0.058
H 1.019 2.505 -2.311 -1.64 -0.23 -2.87 0.138
H -0.036 3.651 -4.871 0.27 4.00 -1.06 0.015
H -1.237 1.626 -6.183 0.09 0.78 -0.68 0.081
H -0.797 -0.465 -4.557 -1.08 -1.38 -1.13 0.088
N 1.190 -2.071 3.200 0.18 0.22 0.85 0.005
C 1.909 -1.393 4.130 0.55 1.06 0.56 -0.196
C 1.886 -2.040 5.346 -2.29 -2.34 -1.06 -0.056
C 0.939 -3.276 4.991 2.10 3.13 0.37 -0.074
C 0.556 -3.185 3.696 3.64 3.50 2.24 -0.127
H 1.038 -1.719 2.281 -0.05 0.41 -0.87 0.037
H 2.305 -0.368 3.880 -0.31 -1.45 0.29 0.110
H 2.286 -1.684 6.330 -0.50 -0.66 -1.26 0.074
H 0.559 -4.008 5.592 -0.56 -1.67 1.94 0.026
H -0.051 -3.600 3.028 -2.52 -2.51 -2.01 0.053
N 0.493 -2.267 -3.203 -0.20 -1.63 -0.28 0.010
C -0.054 -3.550 -3.204 3.32 1.63 -5.19 -0.071
C 0.368 -4.131 -4.443 0.62 2.08 0.44 -0.045
C 1.236 -3.025 -5.135 -5.46 -0.96 8.36 -0.039
C 1.301 -1.961 -4.212 -2.59 -6.51 -2.78 -0.152
H 0.624 -1.671 -2.462 -0.98 0.99 2.62 0.033
H -0.593 -3.824 -2.392 -1.67 -1.14 2.08 0.060
H 0.096 -5.178 -4.774 0.48 1.63 0.24 0.076
H 1.832 -3.063 -5.864 4.18 -0.79 -6.08 -0.023
H 1.854 -1.147 -4.276 2.13 3.74 -0.05 0.068
N 3.512 0.793 -0.299 -3.03 1.67 2.28 -0.065
C 4.132 0.613 -1.468 0.69 0.78 -3.88 -0.216
C 5.468 0.193 -1.277 -3.12 -0.89 3.41 -0.044
C 5.437 -0.108 0.243 1.86 1.66 -3.14 -0.081
C 4.260 0.417 0.752 3.17 -1.79 -0.05 -0.167
H 2.440 1.146 0.015 2.08 -1.44 -2.00 0.092
H 3.495 0.771 -2.475 1.75 -0.15 2.52 0.167
H 6.182 -0.094 -2.028 0.05 -0.04 0.06 0.065
H 6.386 -0.385 0.706 -0.73 -0.13 0.40 0.074
H 4.054 0.344 1.811 -0.89 0.55 -0.24 0.116
N 0.024 -3.614 0.416 -0.56 -0.39 -1.08 0.033
C -1.282 -3.992 0.702 1.34 2.81 0.70 -0.181
C -1.355 -5.319 0.629 -0.71 -2.06 0.71 -0.093
C 0.021 -5.796 0.281 -7.52 0.25 1.70 -0.112
C 0.686 -4.763 0.001 2.85 5.36 0.52 -0.195
H 0.396 -2.612 0.604 -0.64 -1.35 -0.82 0.025
H -1.935 -3.160 1.045 0.21 -1.13 -0.28 0.103
H -2.320 -5.820 0.885 1.30 -0.09 -0.36 0.093
H 0.192 -6.727 0.111 1.42 -5.65 -1.17 0.025
H 1.624 -4.782 -0.460 1.47 0.58 -0.31 0.101
N -3.230 -0.634 -1.256 3.05 -0.73 3.25 -0.009
C -3.898 -1.832 -0.919 -1.37 2.25 -2.84 -0.134
C -4.926 -1.915 -1.909 0.97 -2.02 1.08 -0.141
C -4.707 -0.847 -2.861 0.75 0.84 -0.52 -0.142
C -3.594 -0.090 -2.470 -3.13 -4.51 3.74 -0.132
H -2.416 -0.245 -0.506 -2.42 -1.45 -3.58 0.099
H -3.632 -2.587 -0.145 -0.21 1.36 -0.56 0.095
H -5.492 -2.927 -1.861 0.38 2.31 -0.82 0.094
H -5.135 -0.429 -3.778 -0.67 -1.24 0.22 0.071
H -2.965 0.511 -2.976 1.54 2.50 -1.43 0.051
```
Positions in Å, forces in eV/Å.

=====

Entry 2:
An isolated molecule of C3H5NS3 in a non-equilibrium geometry. Source: the OMol25 dataset; level of theory: ωB97M-V/def2-TZVPD.

Electronic energy = -37187.0812 eV
SMILES string = SC[C@@H]1SC=NS1
HOMO level = -8.548 eV
Kohn-Sham gap = 9.17 eV
Energy above the lowest of the compared OMol25 structures with the same formula, charge and spin = 0.378 eV
Strongest force on any atom = 2.1 eV Å⁻¹

Geometry as XYZ:
```
12
Properties=species:S:1:pos:R:3:forces:R:3:nbo_charge:R:1
C -1.292 -0.650 0.536 -0.22 2.13 0.11 -0.529
C -0.180 -0.245 -0.382 1.32 -0.30 0.19 -0.502
C 2.429 -0.150 0.188 -0.07 -0.49 0.29 -0.085
H -2.598 1.315 -0.164 0.01 -0.56 0.18 0.127
H -0.999 -0.337 1.538 -0.44 -0.17 0.12 0.231
H -1.449 -1.678 0.479 -0.13 -1.89 0.14 0.228
H -0.481 -0.233 -1.398 -0.39 -0.48 -1.00 0.233
H 3.445 -0.421 0.399 0.36 -0.36 0.05 0.219
N 2.087 1.046 0.275 0.05 1.33 -0.06 -0.554
S -2.912 -0.005 -0.022 0.20 0.54 0.13 -0.039
S 1.263 -1.392 -0.165 -0.51 -0.25 -0.45 0.239
S 0.508 1.416 -0.115 -0.20 0.50 0.28 0.433
```
Positions in Å, forces in eV/Å.

=====

Entry 3:
A structure of composition H33O17 in a non-equilibrium geometry. Source: the OMol25 dataset; level of theory: ωB97M-V/def2-TZVPD.

Electronic energy = -35342.8423 eV
HOMO level = -6.833 eV
Kohn-Sham gap = 8.92 eV
Energy above the lowest of the compared OMol25 structures with the same formula, charge and spin = 4.595 eV
Net charge = -1
Strongest force on any atom = 5.3 eV Å⁻¹

Geometry as XYZ:
```
50
Properties=species:S:1:pos:R:3:forces:R:3:nbo_charge:R:1
O -1.989 4.912 2.297 1.42 -0.78 0.06 -0.958
H -1.360 4.147 2.338 -0.08 1.31 0.21 0.496
H -2.756 4.408 2.122 -1.88 -0.40 -0.17 0.457
O -0.653 -2.304 1.241 1.66 -0.99 -0.60 -0.996
H -1.094 -2.631 0.420 0.03 0.85 0.62 0.497
H 0.279 -2.450 0.893 -1.33 0.33 1.25 0.470
O 1.057 -0.002 -1.315 0.63 4.05 2.15 -0.983
H 1.027 -0.718 -0.718 -0.01 -1.66 0.53 0.497
H 0.990 -0.306 -2.169 -0.25 -1.55 -2.75 0.477
O 4.666 1.763 -4.189 0.48 -2.39 -0.34 -0.930
H 3.829 1.724 -3.744 -0.89 0.66 0.49 0.462
H 4.771 0.770 -4.294 0.38 1.70 -0.13 0.468
O 1.534 -2.640 -0.809 2.16 -0.07 3.55 -1.072
H 0.601 -2.427 -0.818 -1.06 -0.03 -1.91 0.495
O -5.606 -0.677 0.968 -0.90 -0.78 2.34 -0.933
H 0.119 1.589 0.351 0.75 -2.07 -0.99 0.468
H -4.816 -0.440 0.530 1.41 0.28 -0.88 0.469
O -3.213 -3.058 -0.228 -3.30 -3.32 2.40 -0.981
H 3.759 -1.046 1.892 -0.35 -1.26 1.20 0.476
H -2.811 -3.632 0.465 0.06 1.31 -1.17 0.484
O 3.448 1.537 0.232 -1.95 -2.97 -1.45 -0.934
H 2.794 0.786 -0.064 0.60 1.91 1.72 0.475
H 2.106 -2.888 -1.515 -0.24 -0.24 -1.32 0.511
O 3.499 -1.800 2.504 -0.16 1.23 -1.63 -0.950
H -2.696 -2.441 -0.647 3.00 1.77 -1.23 0.492
H 2.726 -2.165 2.029 0.52 0.07 0.35 0.475
O 0.540 5.123 2.181 1.00 -0.28 0.39 -0.918
H 0.158 5.944 2.456 -0.98 0.88 -0.24 0.465
H 1.140 5.007 2.922 0.47 -0.60 -0.12 0.457
O -0.800 -1.980 -1.276 -1.09 -0.23 0.71 -1.144
H -1.104 -1.111 -1.519 0.15 0.24 -0.22 0.468
H -1.575 -1.619 3.244 0.51 0.48 -1.67 0.506
O 2.399 -3.242 -3.570 1.32 2.29 0.16 -1.001
H 2.350 -4.164 -3.506 -0.21 -2.00 0.09 0.457
H 1.519 -2.939 -3.257 -0.65 -0.56 -0.74 0.504
O -2.369 -1.712 3.731 -0.53 -1.27 2.60 -0.981
H -3.176 -1.319 3.446 0.04 0.70 -1.02 0.474
H -5.289 -1.022 1.847 -0.57 0.46 -1.48 0.464
O -0.576 3.834 -2.331 -3.56 0.45 1.54 -0.917
H 0.087 3.312 -2.662 2.96 -1.69 -1.32 0.460
H -1.208 3.126 -2.043 0.57 1.24 -0.25 0.458
O 0.167 2.389 0.826 -1.60 1.42 0.44 -0.922
H -0.718 2.718 0.552 0.86 0.52 0.53 0.453
H 3.839 1.415 -0.635 1.32 1.00 -0.37 0.453
O -0.100 -3.161 -3.168 0.79 0.55 0.11 -1.130
H -0.454 -2.688 -2.188 -0.99 -0.07 -1.26 0.497
H -0.573 -3.809 -3.666 -0.58 -0.41 -0.03 0.465
O -1.900 2.129 3.493 1.26 0.76 3.23 -0.936
H -1.283 2.164 4.311 -2.06 0.53 -1.31 0.466
H -1.288 1.592 3.041 0.85 -1.32 -2.07 0.472
```
Positions in Å, forces in eV/Å.

=====

Entry 4:
An isolated molecule of C2H3I2NO2 in a non-equilibrium geometry. Source: the OMol25 dataset; level of theory: ωB97M-V/def2-TZVPD.

Electronic energy = -23904.0385 eV
SMILES string = C/C(I)=[N+](/[O-])OI
HOMO level = -8.276 eV
Kohn-Sham gap = 6.30 eV
Energy above the lowest of the compared OMol25 structures with the same formula, charge and spin = 4.042 eV
Strongest force on any atom = 3.3 eV Å⁻¹

Geometry as XYZ:
```
10
Properties=species:S:1:pos:R:3:forces:R:3:nbo_charge:R:1
C 0.756 -0.979 0.626 1.27 -0.35 0.82 -0.680
C 0.379 -0.285 -0.597 -1.85 1.63 0.42 -0.059
N -0.507 0.717 -0.545 1.94 -0.59 -2.64 0.337
O -1.062 0.984 0.629 -1.12 0.23 2.86 -0.516
O -0.770 1.500 -1.468 -0.42 0.14 -0.71 -0.508
I -2.657 2.318 0.778 1.28 -0.99 -0.64 0.491
I 1.283 -0.818 -2.339 -0.01 0.30 -0.47 0.230
H 1.254 -0.305 1.341 0.33 -0.11 -0.37 0.231
H -0.078 -1.296 1.196 -1.13 -0.68 0.36 0.238
H 1.402 -1.836 0.378 -0.28 0.41 0.38 0.236
```
Positions in Å, forces in eV/Å.

=====

Entry 5:
A cluster of 12 separate species, C5H35NO11S in total in a non-equilibrium geometry. Source: the OMol25 dataset; level of theory: ωB97M-V/def2-TZVPD.

Electronic energy = -40596.8437 eV
SMILES string = CCN[C@@H](C)CS.O.O.O.O.O.O.O.O.O.O.O
HOMO level = -8.839 eV
Kohn-Sham gap = 8.66 eV
Energy above the lowest of the compared OMol25 structures with the same formula, charge and spin = 4.127 eV
Strongest force on any atom = 8.0 eV Å⁻¹

Geometry as XYZ:
```
53
Properties=species:S:1:pos:R:3:forces:R:3:nbo_charge:R:1
C 3.001 -1.405 -0.101 2.40 -1.30 0.06 -0.210
N 2.130 -0.250 0.044 -0.72 -0.23 0.22 -0.694
C 2.234 0.563 1.313 -0.95 -1.42 -1.13 -0.057
C 0.812 1.234 1.587 1.28 -1.98 -0.17 -0.521
S 0.714 1.673 3.411 -0.53 0.33 -0.76 -0.067
C 3.395 1.554 1.317 -0.86 1.96 0.38 -0.662
C 2.725 -2.278 -1.425 -3.80 -1.23 6.45 -0.602
H 4.128 -1.146 -0.044 -1.36 0.02 -0.44 0.152
H 2.968 -2.123 0.780 -0.72 1.04 -0.79 0.189
H 2.091 0.242 -0.859 0.26 0.15 0.84 0.383
H 2.334 -0.187 2.122 0.27 0.26 -0.48 0.203
H 0.812 2.039 0.810 -0.82 -0.18 1.09 0.209
H 0.001 0.398 1.437 1.47 2.01 0.20 0.249
H 1.987 1.609 3.863 -0.11 -0.02 -0.70 0.130
H 3.998 1.438 2.263 -0.72 0.97 -0.98 0.229
H 4.064 1.587 0.482 0.66 -1.43 -0.61 0.233
H 2.953 2.592 1.015 0.59 -1.15 1.78 0.204
H 3.397 -2.301 -2.121 4.34 0.41 -3.88 0.189
H 2.629 -3.378 -1.054 -0.15 1.87 -0.81 0.215
H 1.796 -1.943 -1.839 -0.69 -0.04 -0.24 0.217
H 0.424 3.097 -2.254 -1.86 -0.36 2.51 0.503
H 0.583 3.793 -0.971 0.86 1.26 1.19 0.466
O -0.036 3.179 -1.313 1.24 -0.64 -3.55 -0.965
H -3.298 0.621 -3.687 -0.20 0.54 -0.67 0.458
H -3.139 0.052 -2.318 0.43 -0.62 -0.86 0.494
O -3.072 -0.201 -3.270 -0.33 -0.27 1.00 -0.957
H -2.015 -2.013 2.676 -1.05 0.37 -0.50 0.477
H -0.731 -2.708 2.490 2.07 -1.71 -2.14 0.433
O -1.203 -2.238 3.097 -0.95 1.65 3.17 -0.906
H -3.375 0.568 0.946 0.40 0.37 0.04 0.485
H -2.667 -0.830 0.747 -0.25 0.80 0.34 0.489
O -3.522 -0.372 0.875 -0.36 -0.99 -0.13 -0.996
H 1.817 0.180 -3.984 3.00 0.84 1.44 0.500
H 3.325 -0.052 -3.508 3.80 -4.63 0.77 0.454
O 2.723 0.563 -3.663 -5.90 3.93 -2.19 -0.957
H -2.433 3.284 2.028 0.08 -0.87 -1.58 0.490
H -1.662 3.363 0.655 -1.36 -1.05 0.90 0.484
O -2.381 2.838 1.130 1.34 1.79 0.56 -0.972
H -0.189 -1.514 0.594 0.85 0.23 -0.02 0.503
H -1.116 -0.945 -0.524 0.19 -0.87 0.48 0.505
O -1.101 -1.412 0.340 -0.17 0.99 -0.58 -0.985
H -1.268 0.993 -0.728 2.89 -0.47 6.00 0.455
H -2.232 1.976 -1.350 1.62 -2.34 -0.17 0.498
O -1.685 1.111 -1.484 -5.56 3.31 -4.63 -0.945
H 0.286 0.804 -1.761 -1.11 0.24 0.53 0.491
H -0.382 0.170 -3.164 0.37 0.83 1.98 0.515
O 0.394 0.497 -2.639 0.69 -1.43 -3.10 -1.002
H -3.315 -2.175 -0.757 0.92 -0.13 -0.31 0.487
H -3.064 -2.686 -2.149 0.83 0.28 0.56 0.487
O -2.558 -2.416 -1.345 -2.14 -0.33 -0.73 -0.968
H -0.854 -3.707 1.321 -0.36 0.99 2.36 0.426
H -1.139 -3.443 -0.145 0.37 -1.30 1.22 0.508
O -0.816 -4.133 0.517 -0.18 -0.45 -3.94 -0.943
```
Positions in Å, forces in eV/Å.